Molecular formula: C3H8ClN2O5S2
Method: DFT, ωB97M-V/def2-TZVPD

largest force on an atom = 0.20 eV Å⁻¹
charge = -1
frontier orbital gap = 9.55 eV
DFT total energy = -1861.46962 Ha

Each line ends with the Mulliken charge.
CARTESIAN COORDINATES (ANGSTROEM)
O -5.56868 2.60684 0.27044  -0.61
S -4.41061 1.82814 -0.06353  0.82
O -3.79503 2.02010 -1.34943  -0.59
N -3.40111 1.92448 1.16030  -0.34
S -2.07508 1.10581 1.16753  0.97
O -1.09126 1.47569 0.19177  -0.50
O -2.26408 -0.30270 1.39366  -0.57
Cl -1.29463 1.81935 2.96404  -0.29
H -4.79408 0.52945 -0.04082  0.10
C 2.60588 -2.47645 0.11450  -1.21
C 3.46740 -1.32958 -0.36874  0.76
O 4.68948 -1.39429 -0.33920  -0.68
N 2.83097 -0.22948 -0.83181  -0.11
C 1.40139 0.00865 -0.94168  -0.76
H 3.26885 -3.26680 0.45315  0.28
H 1.95848 -2.16396 0.93451  0.35
H 1.96675 -2.85394 -0.68458  0.34
H 3.45621 0.50714 -1.11873  0.21
H 1.11595 0.17842 -1.98101  0.25
H 1.08399 0.86537 -0.35162  0.33
H 0.84919 -0.85224 -0.57876  0.25

Forces on the atoms, in the same order (eV/Å):
O -0.14 0.08 -0.01
S 0.10 -0.17 0.02
O -0.01 0.00 -0.04
N -0.01 0.15 0.03
S 0.03 -0.11 -0.01
O 0.01 0.07 0.02
O 0.03 -0.01 -0.03
Cl 0.00 -0.02 0.01
H -0.04 0.03 0.01
C 0.01 0.01 0.00
C -0.06 0.00 0.00
O 0.03 0.00 0.00
N 0.03 0.00 -0.03
C 0.01 0.00 0.03
H 0.00 0.00 0.00
H 0.00 0.00 0.00
H 0.00 0.00 0.00
H 0.00 -0.02 0.01
H -0.01 0.00 0.00
H 0.04 -0.03 -0.01
H -0.03 0.03 0.01

Molecular formula: C5H40O17
Method: DFT, ωB97M-V/def2-TZVPD

largest force on an atom = 4.03 eV Å⁻¹
frontier orbital gap = 8.04 eV
DFT total energy = -1493.44403 Ha

Each line ends with the Mulliken charge.
CARTESIAN COORDINATES (ANGSTROEM)
O 1.88547 1.76231 2.50621  -0.27
H 2.01049 1.43867 3.40132  0.46
H 2.63529 1.62775 1.92204  0.47
H 1.07838 1.35383 2.18471  0.31
O -1.73700 2.73652 2.27816  -0.25
H -1.16258 1.97264 2.18796  0.22
H -2.67124 2.57386 2.12877  0.47
H -1.46977 3.37424 1.61221  0.43
C -1.79253 -0.24517 0.10329  -1.32
C -0.43761 -0.24678 0.73089  2.03
C 0.64348 0.27589 -0.29793  -0.70
O -0.27535 0.34561 1.96767  -0.94
H -2.19222 0.76678 0.03779  0.32
H -2.51494 -0.50667 0.87648  0.31
H -1.92062 -0.91459 -0.74735  0.31
H -0.04484 -1.24532 0.92259  -0.51
H 0.62615 1.36183 -0.39028  -0.11
H 0.44335 -0.18094 -1.26713  0.37
H 1.65535 -0.01552 -0.01634  -0.28
C 1.06584 4.36620 -0.99262  -0.69
C 0.25356 4.29752 0.33869  0.71
O 0.85261 4.46480 1.42543  -0.71
O -0.97194 4.29037 0.18067  -0.80
H 2.01750 4.85304 -0.77949  0.36
H 0.77935 4.85670 -1.92291  0.37
H 1.26379 3.36209 -1.36769  -0.21
O 0.88458 -2.44358 2.91093  -0.75
H 0.52125 -1.60861 2.61588  0.39
H 0.77982 -2.42811 3.86226  0.28
O -1.89565 -0.53635 4.25997  -0.69
H -2.18570 0.37584 4.25691  0.30
H -1.36052 -0.62067 3.47082  0.30
O 0.24740 2.27211 -3.62676  -0.62
H 0.91934 2.83035 -3.23548  0.33
H -0.39521 2.14489 -2.92883  0.34
O -0.55125 -4.56265 1.74156  -0.62
H 0.11106 -5.25303 1.77250  0.28
H -0.12330 -3.80179 2.13421  0.40
O -2.44203 1.57756 -2.64373  -0.68
H -1.98559 0.74745 -2.78094  0.30
H -3.19615 1.34976 -2.09998  0.35
O 4.71016 -1.34508 0.67362  -0.59
H 3.83112 -1.69759 0.53482  0.31
H 4.90744 -0.86801 -0.13243  0.31
O -2.71287 -3.51607 -1.83091  -0.58
H -3.19983 -3.28740 -2.62261  0.30
H -1.85169 -3.11712 -1.95521  0.32
O -1.67671 -0.87251 -3.80113  -0.57
H -1.69238 -1.10792 -4.72880  0.25
H -0.91629 -1.33508 -3.44896  0.29
O 2.72898 -3.58106 0.98108  -0.64
H 1.96043 -3.09652 1.28238  0.37
H 2.42669 -4.48589 0.90271  0.27
O 0.08688 -2.76286 -2.09423  -0.58
H 0.42672 -3.65770 -2.09386  0.27
H 0.56063 -2.32593 -1.38649  0.24
O -4.07705 -0.94932 -2.51692  -0.55
H -3.15474 -0.83723 -2.74717  0.24
H -4.30596 -1.81419 -2.85728  0.21
O 3.93923 1.52126 0.55358  -0.66
H 3.78218 0.91176 -0.16759  0.24
H 4.87904 1.45560 0.72293  0.32

Forces on the atoms, in the same order (eV/Å):
O 0.91 1.54 1.56
H 0.44 -0.13 0.39
H 1.43 -0.15 -1.13
H -3.08 -1.84 -1.36
O -1.38 0.58 1.97
H 1.13 -2.80 -0.37
H -0.39 -0.56 -0.05
H 1.26 2.81 -2.60
C -1.25 0.36 1.83
C 2.96 -0.14 -1.11
C -0.81 -0.19 0.37
O -0.23 2.15 1.17
H 0.61 0.44 -1.30
H -0.03 -1.19 0.16
H -0.05 0.41 -0.02
H -0.71 -1.03 -0.68
H -0.19 0.11 -0.14
H 0.05 0.25 -0.25
H 0.11 -0.13 0.29
C 1.46 -0.25 0.13
C 1.52 2.40 -0.70
O 0.10 -1.21 -0.47
O -2.58 -1.60 0.80
H 0.25 -0.37 0.23
H -1.34 0.41 0.53
H 0.30 -0.35 0.46
O 0.21 -0.17 -0.10
H -0.34 0.84 -0.11
H 0.00 -0.13 0.35
O -0.24 -0.31 0.61
H -0.02 0.14 0.04
H 0.29 0.32 -0.64
O 0.37 -0.31 -0.34
H 0.10 0.17 0.01
H -0.56 0.20 0.23
O -0.26 -0.35 -0.48
H 0.03 -0.26 0.08
H 0.16 0.43 0.39
O 0.22 0.54 0.14
H 0.05 -0.24 -0.38
H -0.27 0.00 0.10
O 0.23 0.35 0.13
H -0.24 -0.58 0.05
H 0.24 -0.14 -0.27
O -0.28 -0.42 0.12
H 0.02 -0.12 -0.09
H 0.47 0.13 0.05
O 0.23 -0.14 0.09
H -0.14 0.18 -0.33
H 0.49 -0.34 0.25
O 0.29 0.21 -0.46
H -0.31 0.05 0.51
H 0.01 -0.21 -0.08
O -0.14 0.27 -0.29
H 0.03 -0.36 -0.07
H 0.11 0.19 0.32
O -0.75 0.32 0.34
H 0.21 -0.15 -0.39
H -0.23 0.05 0.06
O -0.49 0.40 0.34
H -0.25 -0.08 -0.15
H 0.28 0.00 0.25

Molecular formula: C4H8O2
Method: DFT, ωB97M-V/def2-TZVPD

largest force on an atom = 0.43 eV Å⁻¹
frontier orbital gap = 9.64 eV
DFT total energy = -307.61157 Ha

Each line ends with the Mulliken charge.
CARTESIAN COORDINATES (ANGSTROEM)
C -0.98507 1.35151 -0.09731  -1.24
C -0.31705 0.11192 -0.57648  0.36
C 1.06931 -0.29494 0.87184  -1.11
O 0.22133 0.10633 -1.76198  -0.55
C -0.25519 -1.19064 0.03833  0.47
O 0.19643 -2.11652 -0.71760  -0.79
H -0.29689 2.20239 -0.08650  0.33
H -1.79470 1.58733 -0.79480  0.38
H -1.40937 1.21637 0.90032  0.32
H 1.43426 -1.20955 1.33820  0.37
H 0.79563 0.43491 1.63683  0.36
H 1.84428 0.08197 0.20114  0.33
H 0.41910 -0.90172 -1.84625  0.42
H -0.92208 -1.37939 0.89426  0.37

Forces on the atoms, in the same order (eV/Å):
C -0.03 0.00 0.03
C -0.09 -0.01 -0.02
C 0.34 0.04 0.26
O -0.08 -0.06 0.08
C -0.24 0.28 0.08
O 0.03 -0.02 -0.06
H -0.04 -0.14 -0.03
H 0.10 -0.04 0.06
H 0.09 -0.04 -0.14
H -0.03 0.09 -0.03
H -0.01 -0.10 -0.14
H -0.16 -0.04 0.07
H 0.00 0.04 0.00
H 0.10 0.00 -0.16